DFT (ωB97M-V with the def2-TZVPD basis set) results for C31H50BaBrN4P3 as an isolated structure at a distorted geometry.

XYZ file:
```
90
Properties=species:S:1:pos:R:3:mulliken_charge:R:1
C -8.08657 -0.48100 -2.46170 -0.290
C -7.55355 0.73459 -1.99051 -0.150
C -8.41117 1.85189 -1.91724 -0.473
C -9.76792 1.68234 -2.23348 -0.410
N -10.25589 0.51482 -2.63634 -0.509
C -9.45667 -0.54103 -2.76524 -0.410
C -6.19723 0.81513 -1.47303 -1.117
C -5.30485 0.63556 -0.61666 0.885
C -4.26584 0.50136 0.36265 0.118
C -3.51611 -0.69067 0.51411 -1.400
C -2.45568 -0.74564 1.40188 -0.240
C -2.06019 0.41305 2.10472 0.255
C -2.89697 1.55277 2.06977 -0.292
C -3.96861 1.60936 1.19566 0.224
Ba -3.91120 2.03901 -2.25244 1.749
P -0.77784 0.32908 3.39693 1.152
H -8.05547 2.82122 -1.57084 0.377
H -7.46885 -1.37427 -2.55857 0.403
H -10.46120 2.52091 -2.14928 0.376
H -9.90536 -1.47225 -3.11551 0.384
H -4.64280 2.47580 1.19010 0.597
H -3.79257 -1.55634 -0.10225 0.532
H -2.67984 2.41660 2.70969 0.267
H -1.87386 -1.66759 1.51889 0.448
C 0.80120 0.88469 2.73641 -0.042
C 1.73110 1.58750 3.72610 -1.340
H 0.55181 1.51269 1.86398 0.196
H 1.28271 -0.01748 2.32567 0.411
H 2.67530 1.82675 3.22251 0.446
H 1.30172 2.53037 4.08746 0.316
H 1.96353 0.95283 4.59086 0.314
C -1.38302 1.27675 4.79953 -0.709
C -2.71342 0.76159 5.35430 -1.246
H -1.47706 2.32531 4.47839 0.479
H -0.59007 1.25406 5.56234 0.554
H -3.02131 1.38683 6.19952 0.433
H -3.51418 0.81080 4.60900 0.262
H -2.63620 -0.27279 5.71124 0.326
C -0.66406 -1.40699 3.85299 -0.819
C 0.06254 -1.73188 5.15685 -1.312
H -0.16412 -1.89692 3.00366 0.433
H -1.69796 -1.78257 3.88351 0.481
H 0.08168 -2.82224 5.27658 0.419
H 1.10247 -1.38134 5.15380 0.314
H -0.44743 -1.31854 6.03701 0.325
Br -0.91606 1.43204 -0.38799 -0.634
P -1.44880 5.51997 -0.60628 -0.130
C -1.38507 4.94103 1.15186 0.800
C -0.35894 5.69824 1.99077 -1.455
H -1.17029 3.86017 1.10345 -0.622
H -2.39381 5.07736 1.56786 0.277
H -0.40034 5.34022 3.02516 0.375
H 0.66623 5.55527 1.62933 0.357
H -0.56911 6.77476 2.00674 0.370
C 0.14165 4.73842 -1.14754 0.272
C 0.68445 5.35159 -2.43606 -1.301
H -0.02388 3.64529 -1.22023 -0.147
H 0.85820 4.91188 -0.32818 0.196
H 1.48477 4.72241 -2.84094 0.377
H -0.08685 5.46848 -3.20598 0.312
H 1.11341 6.33969 -2.22620 0.338
C -2.72565 4.36323 -1.17530 -0.099
C -4.13713 4.80651 -0.78430 -1.300
H -2.42188 3.40504 -0.67303 -0.704
H -2.59578 4.32834 -2.27881 0.911
H -4.95536 4.22491 -1.25841 0.486
H -4.28902 4.76283 0.30115 0.191
H -4.30339 5.84749 -1.09329 0.404
C 3.18384 -4.11551 -1.65917 -0.877
N 1.75731 -4.42806 -1.42319 0.116
C 1.19461 -5.09987 -2.61410 -0.875
N 1.36190 -4.29383 -3.84499 0.086
C 2.79637 -3.98406 -4.04126 -0.824
N 3.38503 -3.29424 -2.87294 0.089
C 2.84147 -1.94770 -2.70552 -0.839
P 0.98287 -1.91310 -2.39743 0.458
C 0.99513 -3.23586 -1.05743 -0.791
C 0.54608 -3.07969 -3.80832 -0.929
H 3.72687 -5.06532 -1.79174 0.278
H 3.57130 -3.56271 -0.79308 0.362
H 0.12214 -5.27331 -2.45144 0.370
H 1.72680 -6.05494 -2.75397 0.283
H 2.89959 -3.33713 -4.92396 0.378
H 3.33672 -4.93308 -4.18910 0.280
H 3.32852 -1.45726 -1.85469 0.359
H 3.03958 -1.35408 -3.60864 0.429
H -0.04908 -3.50954 -0.85150 0.422
H 1.41831 -2.78806 -0.14994 0.409
H 0.66615 -2.52526 -4.74827 0.447
H -0.51156 -3.35174 -3.69750 0.381
```

Properties
Molecular weight: 788.92 g/mol
Highest occupied orbital energy: -0.41641 hartree
Total charge: +2